# 1
The following is a DFT calculation (the ωB97M-V functional and the def2-TZVPD basis) of a molecular structure, C12H12F6N4OSW.

Computed properties:
- E_LUMO (spin up / spin down): -8.45 / -9.13 eV
- Calculated total energy: -1822.6610 Ha
- Energy above the lowest of the compared OMol25 structures with the same formula, charge and spin: 93.21 kJ/mol
- Maximum force: 0.577 eV Å⁻¹
- Net charge: +2

Each line ends with the natural charge from an NBO analysis.
Positions of all 37 atoms, in Å:
C  -1.1710  -3.3763  -1.5438  -0.63
H  -0.8865  3.0535  -1.4400  0.24
H  3.6407  1.5334  -0.1839  0.27
C  2.4535  -0.6780  1.3953  -0.67
H  -0.1224  -3.6632  -1.6029  0.26
N  0.2807  1.8258  -0.2344  -0.54
H  1.0971  4.1062  -2.5265  0.27
C  2.6632  1.8970  -0.4679  -0.22
H  -0.6960  0.4820  5.6697  0.45
H  -1.6279  -3.8571  -0.6817  0.26
C  2.5006  2.8865  -1.4305  -0.05
H  -1.6770  -3.6957  -2.4533  0.27
W  -0.7899  0.2229  0.5745  1.60
C  -0.9893  0.4368  3.6801  0.35
F  0.7870  -0.9806  -2.1864  -0.31
F  -0.5690  -1.7951  -3.6701  -0.27
F  -3.3369  -1.2358  -2.4062  -0.24
C  1.2273  3.3360  -1.7802  -0.22
C  -0.4961  -1.1409  -2.5348  0.96
C  1.3938  0.3456  1.1596  0.11
F  -3.4138  -2.0150  -0.4047  -0.26
F  -0.9854  0.1051  -2.7238  -0.32
C  -1.2521  -1.8730  -1.3803  0.07
H  2.8693  -1.0285  0.4518  0.26
F  -2.5925  -0.0072  -0.7237  -0.37
N  -1.3845  0.4340  4.9288  -0.67
N  0.3852  0.5567  2.0456  -0.20
S  -2.2272  0.3805  2.3699  0.03
C  0.1255  2.7727  -1.1814  0.10
C  -2.7022  -1.3677  -1.2859  0.99
H  2.0486  -1.5241  1.9482  0.26
N  0.2955  0.4823  3.3583  -0.30
H  3.2632  -0.2495  1.9920  0.27
H  -2.3608  0.3862  5.1793  0.44
H  3.3700  3.3159  -1.9112  0.26
C  1.5268  1.4223  0.1436  0.22
O  -0.6473  -1.4939  -0.1431  -0.66

=====

# 2
The following is a DFT calculation (the ωB97M-V functional and the def2-TZVPD basis) of C12H12FN3OS2 in the gas phase in a non-equilibrium geometry.

Computed properties:
- E_LUMO: -0.36 eV
- Calculated total energy: -1599.8999 Ha
- Energy above the lowest of the compared OMol25 structures with the same formula, charge and spin: 965.47 kJ/mol
- SMILES string: CC(=O)Nc1nnc(CSCc2ccc(F)cc2)s1
- Maximum force: 17.639 eV Å⁻¹

Each line ends with the natural charge from an NBO analysis.
Positions of all 31 atoms, in Å:
S  3.5775  -0.2041  0.4597  0.32
H  -0.2434  2.7882  1.9449  0.26
F  -2.2248  2.7666  0.2504  -0.44
C  -3.3825  -0.8000  0.1162  0.70
C  2.6542  -1.7750  0.0809  -0.54
S  0.2029  -2.0423  -1.1268  0.50
H  3.0626  -2.5676  0.9211  0.25
C  -0.5318  1.7202  -1.2857  -0.31
H  -1.2750  1.7473  -2.2479  0.26
H  1.0495  0.9816  -2.4209  0.17
H  -2.9713  -1.1030  2.2421  0.24
C  -0.8046  2.0894  -0.0650  0.37
H  3.2133  0.4931  -1.9549  0.24
N  -2.3128  -1.2383  -0.5489  -0.61
N  -0.7301  -1.0436  1.1665  -0.27
H  -2.4813  -1.3496  -1.5092  0.41
C  0.9019  1.4276  -1.6330  -0.12
C  1.7497  1.4369  -0.5011  -0.09
C  -0.0030  2.2676  1.0508  -0.20
O  -4.4068  -0.7549  -0.5287  -0.59
C  -1.0714  -1.4533  -0.2129  0.12
H  3.9248  1.6768  -0.7281  0.25
H  -4.3577  0.0293  1.8751  0.23
C  3.1407  0.6553  -0.8693  -0.65
C  1.2332  -1.5423  0.1365  -0.15
N  0.5366  -1.2485  1.4473  -0.15
C  -3.3355  -0.3131  1.6086  -0.68
H  2.9297  -1.9539  -0.7975  0.19
H  2.0104  1.9088  1.6821  0.23
H  -2.7289  0.5381  1.6130  0.24
C  1.3439  1.8337  0.5762  -0.18

=====

# 3
The following is a DFT calculation (the ωB97M-V functional and the def2-TZVPD basis) of a molecular structure, C12H12FeN5O4S2.

Computed properties:
- E_LUMO (spin up / spin down): 2.60 / 2.60 eV
- Calculated total energy: -3099.4413 Ha
- Energy above the lowest of the compared OMol25 structures with the same formula, charge and spin: 55.68 kJ/mol
- Maximum force: 0.908 eV Å⁻¹
- Net charge: -1

Each line ends with the natural charge from an NBO analysis.
Positions of all 36 atoms, in Å:
C  -2.6129  3.5552  0.5481  -0.17
C  -1.8836  1.8834  -1.0061  0.08
O  -0.1363  -1.6399  -3.7521  -1.01
C  -2.7295  2.9365  -0.6844  -0.26
H  -0.0447  1.6727  1.6728  0.22
H  -0.9623  -4.2674  3.1871  0.21
C  -0.8323  2.0524  1.0330  0.04
H  -1.5008  3.5529  2.4008  0.21
H  -3.2628  4.3777  0.8201  0.21
C  0.5128  -3.4068  1.9001  -0.23
H  4.8178  0.4605  -2.3941  0.38
O  -1.0145  -0.9998  -1.5439  -1.03
N  -0.9497  1.4512  -0.1553  -0.44
H  -1.8440  -0.4624  1.4126  0.21
C  0.8332  -2.3102  1.0944  0.17
H  4.3302  2.0269  -1.9248  0.39
H  -1.9419  1.3709  -1.9615  0.28
O  -1.6619  0.2334  -3.5568  -1.04
C  -1.1879  -1.3032  1.5938  0.07
N  2.1078  -1.1588  -0.4227  -0.17
C  2.0567  -2.1778  0.3559  -0.02
N  3.2601  -0.7832  -1.0064  -0.42
S  -0.5828  -0.5314  -2.9420  2.56
Fe  0.4239  -0.0362  -0.5681  0.92
H  2.9149  -2.8156  0.5447  0.19
C  -0.6935  -3.4236  2.5645  -0.17
N  -0.0067  -1.2539  0.9820  -0.42
C  -1.6402  3.1011  1.4283  -0.26
S  2.2642  1.5931  -0.2154  -0.33
H  -2.5378  -2.3366  2.8840  0.21
N  4.4293  1.0574  -1.6803  -0.81
C  3.3446  0.5171  -1.0325  0.30
H  -3.4673  3.2569  -1.4069  0.22
C  -1.5701  -2.3554  2.4029  -0.27
H  1.2061  -4.2337  1.9734  0.21
O  0.5621  0.3966  -2.5454  -1.02

=====

# 4
The following is a DFT calculation (the ωB97M-V functional and the def2-TZVPD basis) of C12H12N2S in the gas phase in a non-equilibrium geometry.

Computed properties:
- E_LUMO: -1.12 eV
- Calculated total energy: -971.9007 Ha
- Energy above the lowest of the compared OMol25 structures with the same formula, charge and spin: 706.76 kJ/mol
- Maximum force: 4.949 eV Å⁻¹

Each line ends with the natural charge from an NBO analysis.
Positions of all 27 atoms, in Å:
H  -0.6709  -2.8913  2.2020  0.25
H  4.6377  1.9617  -1.6589  0.19
H  2.3267  -1.1728  -0.5141  0.23
N  -0.0588  -2.6661  -1.0909  -0.41
C  3.4928  0.4517  -1.0487  -0.26
N  -1.2224  -1.6063  0.4770  -0.45
C  -2.0110  -0.8842  1.2023  0.21
C  -2.7121  0.1528  0.4297  -0.55
C  -0.8148  -1.6619  -0.8558  0.22
H  -0.9316  2.8377  -0.4240  0.26
H  -3.8369  0.1595  0.5022  0.25
C  3.6656  1.8733  -1.1557  -0.31
S  2.6731  3.1248  -0.7767  0.01
H  -2.9495  2.2302  1.0231  0.22
C  0.2159  1.2380  0.2517  0.12
H  -1.1612  -1.0495  -1.5657  0.20
H  4.2443  -0.1479  -1.5284  0.22
C  -0.5411  -2.7079  1.0946  -0.05
H  -0.6659  2.9457  1.1601  0.25
C  0.0206  -3.3943  0.1046  -0.10
H  -1.9961  1.1521  2.0778  0.23
H  -2.4993  0.3474  -0.6291  0.18
C  2.2711  -0.1414  -0.5910  -0.14
H  0.5048  -4.3573  0.0079  0.22
C  -2.1723  1.4442  1.0393  -0.39
C  1.1705  0.6173  -0.1726  -0.10
C  -0.9793  2.1447  0.4398  -0.51

=====

# 5
The following is a DFT calculation (the ωB97M-V functional and the def2-TZVPD basis) of a molecular structure, C12H12N3OPS.

Computed properties:
- E_LUMO: -0.85 eV
- Calculated total energy: -1443.4539 Ha
- Maximum force: 0.653 eV Å⁻¹

Each line ends with the natural charge from an NBO analysis.
Positions of all 30 atoms, in Å:
C  2.3224  -3.0686  2.1977  -0.24
C  -0.4136  0.7430  -0.3449  0.07
C  1.3973  0.1127  1.1503  0.04
H  -0.6134  0.0186  1.6996  0.23
H  -2.1521  0.7165  -1.5656  0.21
C  -2.7875  -1.5084  -0.2260  -0.70
H  -1.0301  2.7925  -2.5175  -0.10
H  -3.7068  -0.4797  1.8347  0.33
C  1.8498  0.9609  -1.1191  0.10
S  4.2017  0.8972  -1.1983  0.99
H  -1.9098  -2.0924  0.0455  0.24
C  2.1318  -1.8911  2.2965  0.00
P  -0.1684  1.7506  -2.9200  1.55
H  -1.0781  0.7925  -3.4126  -0.10
O  0.8453  2.1513  -3.9104  -1.06
N  3.6437  0.3820  0.2201  -0.63
N  2.8499  1.2393  -1.9518  -0.58
N  -3.2131  0.2903  1.3827  -0.62
C  -1.9155  0.8920  -0.5166  -0.50
C  0.0745  0.2647  0.9070  -0.23
H  2.4110  -4.0673  1.8520  0.24
C  -2.6967  -0.1038  0.2928  0.33
C  1.9099  -0.4516  2.4525  -0.51
H  -2.8623  -1.5213  -1.3119  0.22
C  2.3218  0.4632  0.1354  0.14
C  0.4489  1.0931  -1.3483  -0.42
H  1.1860  -0.2885  3.2462  0.24
H  -2.2345  1.8985  -0.2608  0.25
H  -3.6677  -2.0011  0.1745  0.23
H  2.8557  0.0148  2.7157  0.26

=====

# 6
The following is a DFT calculation (the ωB97M-V functional and the def2-TZVPD basis) of C12H12N8O4 in the gas phase in a non-equilibrium geometry.

Computed properties:
- E_LUMO: -0.69 eV
- Calculated total energy: -1203.1082 Ha
- Maximum force: 4.177 eV Å⁻¹

Each line ends with the natural charge from an NBO analysis.
Positions of all 36 atoms, in Å:
H  -0.4967  -0.9420  -1.4501  0.24
C  2.5297  -1.2644  -1.6264  -0.15
H  -2.1425  0.9025  -2.3981  0.24
H  -3.1825  1.2528  1.5569  0.20
N  -0.6840  0.0163  0.4474  -0.41
H  -2.8443  2.0167  -0.4487  0.21
O  3.2200  -0.5808  -3.7135  -0.45
C  2.5193  0.1125  -1.2432  -0.04
O  1.1045  -4.0138  0.1815  -0.18
N  1.9386  3.0956  0.5598  -0.36
C  -1.1400  1.4594  0.7350  -0.06
H  -0.2983  2.0737  1.0708  0.26
C  -1.3894  1.0326  -1.6327  -0.43
C  1.9442  -2.2364  -0.7338  0.10
H  -1.4415  3.0423  -0.7447  0.25
C  1.1729  -1.7884  0.3382  0.02
C  1.8561  1.9697  0.2121  0.26
H  -2.1251  -0.8936  -0.7577  0.21
H  3.0091  0.8250  -1.8972  0.27
O  3.0694  -2.7442  -3.3838  -0.39
C  -1.2060  -0.3026  -0.9252  -0.23
H  -0.5002  1.3454  -2.1731  0.24
C  0.9039  -0.3337  0.6326  -0.05
H  -1.2442  -0.5545  1.1416  0.46
N  -2.7173  0.3695  5.0224  0.02
O  -0.0577  -3.0768  1.9537  -0.40
C  1.7750  0.5968  -0.1790  -0.32
H  -2.0869  2.4989  2.4013  0.23
N  2.9599  -1.5699  -2.9666  0.51
N  0.5771  -2.8711  0.9318  0.38
N  -1.6699  0.4126  2.8718  -0.41
N  1.9174  -3.6279  -0.8680  -0.06
C  -1.7532  2.0093  -0.5617  -0.42
C  -2.1362  1.4703  1.9312  -0.25
N  -2.2727  0.4568  3.9663  0.24
H  0.8913  -0.1588  1.7494  0.24